Record 1
A cluster of 6 separate species, C6H10Cl14 in total at a distorted geometry. Source: OMol25; level of theory: ωB97M-V/def2-TZVPD.

Last column: Löwdin spin population.
CARTESIAN COORDINATES (ANGSTROEM)
1 C -23.75 6.96 6.60  0.023
2 Cl -25.27 7.66 6.12  0.013
3 Cl -23.33 5.71 5.45  0.019
4 Cl -23.74 6.43 8.21  0.009
5 H -23.02 7.76 6.46  0.028
6 C -24.73 11.30 7.99  0.183
7 Cl -25.91 10.18 8.58  0.119
8 Cl -23.61 10.27 7.06  0.224
9 Cl -23.82 12.22 9.25  0.228
10 H -25.26 11.98 7.33  0.006
11 C -22.78 13.89 5.65  0.002
12 Cl -21.37 13.41 6.57  0.008
13 Cl -24.11 14.55 6.59  0.010
14 H -22.51 14.59 4.87  0.000
15 H -23.16 12.98 5.19  0.003
16 C -27.13 12.57 4.29  0.010
17 Cl -27.66 13.06 5.88  0.015
18 Cl -25.53 11.74 4.31  0.055
19 H -27.88 11.89 3.86  0.001
20 H -27.10 13.37 3.56  0.001
21 C -20.38 10.47 9.93  0.004
22 Cl -20.66 8.96 9.07  0.012
23 Cl -19.19 11.57 9.19  0.002
24 H -21.31 10.99 10.13  0.005
25 H -19.97 10.08 10.87  0.000
26 C -25.51 7.82 11.15  0.004
27 Cl -25.71 7.32 12.83  0.004
28 Cl -23.96 8.67 10.93  0.003
29 H -25.61 6.91 10.56  0.001
30 H -26.29 8.55 10.93  0.005

Properties
Expectation value of S²: 0.7527
HOMO (alpha / beta) (eV): 0.16 / -6.54
Total charge: -1
Gap between HOMO and LUMO (alpha / beta) (eV): 2.3 / 8.9
Energy (Eh): -6677.25470
Multiplicity: 2

---

Record 2
A cluster of 2 separate species, C6H10Cl2Si in total at a distorted geometry. Source: OMol25; level of theory: ωB97M-V/def2-TZVPD.

Last column: Löwdin charge in e.
CARTESIAN COORDINATES (ANGSTROEM)
1 C -0.11 0.62 -0.57  -0.381
2 C -0.04 -0.31 0.35  -0.053
3 C 0.47 -0.01 -1.81  -0.170
4 C 0.65 -1.63 -0.09  -0.211
5 C 0.47 -1.54 -1.58  -0.209
6 C -0.78 1.92 -0.59  -0.064
7 Si -0.37 0.25 3.16  -0.172
8 Cl 0.58 2.06 3.39  0.216
9 Cl -2.19 0.26 3.94  0.246
10 H 0.04 0.34 -2.79  0.121
11 H 1.62 0.19 -1.85  0.143
12 H 1.74 -1.61 0.19  0.120
13 H 0.13 -2.41 0.41  0.084
14 H -0.52 -1.81 -1.86  0.096
15 H 1.21 -2.09 -2.14  0.104
16 H -0.19 2.70 -0.96  0.052
17 H -1.10 2.29 0.42  0.081
18 H -1.67 1.88 -1.22  0.087
19 H 0.06 -1.10 3.60  -0.089

Properties
Energy relative to the best compared isomer or geometry (same formula, charge and spin) (eV): 4.141
HOMO (eV): -8.22
Gap between HOMO and LUMO (eV): 8.2
Energy (Eh): -1444.45166

---

Record 3
A structure of composition C6H10Cl4CrNO3 at a distorted geometry. Source: OMol25; level of theory: ωB97M-V/def2-TZVPD.

Last column: Löwdin spin population.
CARTESIAN COORDINATES (ANGSTROEM)
1 Cr 0.02 2.85 0.90  4.020
2 Cl -0.15 1.27 -0.94  -0.035
3 C 2.00 -1.24 -2.34  0.005
4 C 1.79 -1.75 -3.71  0.047
5 N 1.63 -2.09 -4.76  0.086
6 H 2.91 -1.71 -1.99  0.002
7 H 1.12 -1.62 -1.82  0.003
8 H 1.99 -0.15 -2.26  0.000
9 C -0.15 -1.36 1.53  0.000
10 O -0.25 -0.95 2.90  0.002
11 C -0.47 0.35 3.25  0.003
12 O -0.66 1.31 2.48  0.015
13 O -0.30 0.41 4.56  0.000
14 C -0.67 1.64 5.23  0.000
15 H -1.15 -1.28 1.11  0.000
16 H 0.36 -2.32 1.44  0.000
17 H 0.45 -0.65 0.96  0.000
18 H -0.05 2.43 4.82  0.000
19 H -0.36 1.58 6.28  0.000
20 H -1.69 2.01 5.07  0.000
21 C -1.17 0.24 -4.43  -0.023
22 Cl -1.46 -1.51 -4.71  0.537
23 Cl -2.84 1.02 -4.29  0.290
24 Cl -0.30 1.05 -5.74  0.051
25 H -0.60 0.46 -3.53  -0.002

Properties
Expectation value of S²: 8.7904
HOMO (alpha / beta) (eV): -17.23 / -17.23
Total charge: +2
Gap between HOMO and LUMO (alpha / beta) (eV): 7.2 / 4.6
Energy (Eh): -3399.54104
Multiplicity: 6

---

Record 4
A structure of composition C6H10ClF6MgO8S2 at a distorted geometry. Source: OMol25; level of theory: ωB97M-V/def2-TZVPD.

Last column: Löwdin charge in e.
CARTESIAN COORDINATES (ANGSTROEM)
1 Mg -0.51 -0.29 -0.18  0.302
2 Cl -2.42 -1.61 -0.15  -0.101
3 C 1.26 -0.85 3.94  -0.695
4 F 2.26 -0.53 4.74  0.134
5 F 0.97 -2.12 4.14  0.139
6 F 0.23 -0.11 4.24  0.174
7 S 1.84 -0.53 2.15  0.561
8 O 0.56 -0.39 1.42  -0.366
9 O 2.60 0.71 2.20  -0.293
10 O 2.60 -1.68 1.73  -0.309
11 C -2.24 3.73 0.67  -0.654
12 F -1.94 4.93 1.18  0.116
13 F -3.51 3.45 0.90  0.155
14 F -2.02 3.83 -0.66  0.100
15 S -1.07 2.45 1.38  0.567
16 O 0.26 3.04 1.42  -0.285
17 O -1.61 2.09 2.68  -0.282
18 O -1.19 1.39 0.34  -0.399
19 C -1.04 1.21 -2.62  -0.059
20 O -0.60 -0.02 -2.07  -0.264
21 C 0.27 -0.66 -2.97  -0.157
22 C 0.87 -1.89 -2.30  -0.158
23 O 0.63 -1.86 -0.90  -0.297
24 C 1.02 -3.11 -0.28  -0.050
25 H -1.75 1.68 -1.93  0.082
26 H -1.67 1.14 -3.51  0.107
27 H -0.24 1.94 -2.70  0.114
28 H 1.03 0.02 -3.37  0.133
29 H -0.27 -1.03 -3.84  0.137
30 H 1.95 -1.93 -2.46  0.137
31 H 0.44 -2.82 -2.69  0.128
32 H 0.56 -3.90 -0.88  0.095
33 H 0.66 -3.04 0.73  0.092
34 H 2.10 -3.23 -0.37  0.096

Properties
Energy relative to the best compared isomer or geometry (same formula, charge and spin) (eV): 0.365
HOMO (eV): -6.22
Total charge: -1
Gap between HOMO and LUMO (eV): 8.5
Energy (Eh): -2892.66138

---

Record 5
The ion C6H10ClN2 with charge +1 at a distorted geometry. Source: OMol25; level of theory: ωB97M-V/def2-TZVPD.

Last column: Löwdin charge in e.
CARTESIAN COORDINATES (ANGSTROEM)
1 C -1.03 -0.28 -1.70  -0.633
2 C 0.24 -0.63 -1.28  -0.333
3 C -0.84 1.44 1.97  -0.016
4 C 0.45 -0.90 0.27  -0.130
5 C -0.68 -0.94 1.30  -0.142
6 C 1.37 -0.58 -2.38  -0.122
7 N -1.21 0.35 1.70  0.219
8 N -0.37 2.51 2.59  0.205
9 Cl -1.26 -0.45 -3.30  0.777
10 H 1.13 -1.77 0.36  0.138
11 H 1.04 -0.03 0.44  0.092
12 H -1.56 -1.56 0.97  0.154
13 H -0.28 -1.36 2.19  0.120
14 H 2.40 -0.54 -1.75  0.113
15 H 1.18 0.33 -3.07  0.078
16 H 1.52 -1.49 -3.05  0.087
17 H -1.64 -0.22 -0.77  0.068
18 H -0.89 3.11 3.27  0.176
19 H 0.44 3.03 2.25  0.148

Properties
Energy relative to the best compared isomer or geometry (same formula, charge and spin) (eV): 4.241
HOMO (eV): -11.82
Total charge: +1
Gap between HOMO and LUMO (eV): 6.8
SMILES: C/C(=C\Cl)CCN=C=[NH2+]
Energy (Eh): -803.93694

---

Record 6
The ion C6H10ClN4 with charge +1 at a distorted geometry. Source: OMol25; level of theory: ωB97M-V/def2-TZVPD.

Last column: Löwdin charge in e.
CARTESIAN COORDINATES (ANGSTROEM)
1 C -1.27 -0.20 0.52  -0.017
2 C 0.06 -0.36 0.75  -0.110
3 C -1.77 0.61 -0.47  -0.293
4 C 2.67 -1.07 1.37  0.156
5 C 1.46 2.14 -1.64  -0.549
6 C 0.35 1.84 -0.96  -0.256
7 N 1.57 -1.64 1.80  -0.040
8 N 0.33 -1.28 1.65  0.032
9 N -0.84 1.24 -1.36  0.100
10 N -3.07 0.73 -0.62  0.194
11 Cl 2.81 2.82 -0.85  0.663
12 H -1.72 -0.73 1.24  0.089
13 H 0.75 0.14 0.17  0.060
14 H 2.54 -0.08 0.93  0.086
15 H 3.64 -1.23 1.67  0.074
16 H 1.52 2.11 -2.70  0.064
17 H 0.57 2.14 0.03  0.097
18 H 1.55 -2.68 2.03  0.210
19 H -1.23 1.59 -2.22  0.151
20 H -3.79 0.40 0.03  0.157
21 H -3.39 1.54 -1.15  0.132

Properties
Energy relative to the best compared isomer or geometry (same formula, charge and spin) (eV): 3.711
HOMO (alpha / beta) (eV): -11.81 / -11.81
Total charge: +1
Gap between HOMO and LUMO (alpha / beta) (eV): 7.1 / 7.1
SMILES: C=[NH+]/N=C/C=C(/N)N/C=C/Cl
Energy (Eh): -913.46570

---

Record 7
The molecule C6H10ClNO2 at a distorted geometry. Source: OMol25; level of theory: ωB97M-V/def2-TZVPD.

Last column: Löwdin charge in e.
CARTESIAN COORDINATES (ANGSTROEM)
1 C -0.41 -1.00 0.75  -0.398
2 C -1.58 -0.70 -1.66  -0.114
3 C -1.78 -2.13 -1.12  -0.122
4 C -0.53 -1.33 -0.82  -0.745
5 C 0.38 0.70 2.29  -0.041
6 C 1.91 1.09 -0.37  -0.081
7 N 0.27 0.16 0.96  -0.147
8 O -0.84 -1.76 1.59  0.074
9 O 0.51 1.02 -0.07  -0.129
10 Cl 0.88 -1.97 -1.61  0.719
11 H -1.44 -0.81 -2.76  0.103
12 H -2.19 0.23 -1.50  0.127
13 H -2.33 -2.50 -0.29  0.089
14 H -1.52 -2.92 -1.83  0.087
15 H -0.32 1.63 2.51  0.123
16 H -0.12 -0.07 3.07  0.137
17 H 1.32 1.04 2.68  0.066
18 H 2.09 1.73 -1.22  0.082
19 H 2.34 0.00 -0.49  0.090
20 H 2.51 1.61 0.40  0.080

Properties
Energy relative to the best compared isomer or geometry (same formula, charge and spin) (eV): 3.750
HOMO (eV): -9.75
Gap between HOMO and LUMO (eV): 10.6
SMILES: CON(C)C(=O)C1(Cl)CC1
Energy (Eh): -899.91870

---

Record 8
A cluster of 3 separate species, C6H10ClNO2 in total at a distorted geometry. Source: OMol25; level of theory: ωB97M-V/def2-TZVPD.

Last column: Löwdin charge in e.
CARTESIAN COORDINATES (ANGSTROEM)
1 C 2.71 0.81 0.19  -0.637
2 C 1.09 -1.20 0.51  -0.097
3 C 0.28 -0.34 1.61  -0.076
4 C 1.39 -0.16 -0.48  -0.192
5 C -0.15 0.85 0.72  -0.630
6 C 0.19 1.79 -1.43  -0.052
7 N 0.38 0.83 -0.43  -0.185
8 O 3.78 0.76 -0.43  -0.004
9 O 2.30 1.34 1.17  0.051
10 Cl -1.37 2.05 1.06  0.749
11 H 1.94 -1.76 0.71  0.110
12 H 0.39 -1.89 0.13  0.088
13 H -0.75 -0.85 1.85  0.140
14 H 0.95 -0.05 2.50  0.144
15 H 1.77 -0.44 -1.43  0.142
16 H -2.29 0.01 -0.97  0.044
17 H -0.39 2.65 -1.07  0.052
18 H -1.98 -0.75 -1.15  0.067
19 H 1.22 2.11 -1.90  0.161
20 H -0.44 1.34 -2.30  0.123

Properties
Energy relative to the best compared isomer or geometry (same formula, charge and spin) (eV): 3.269
HOMO (alpha / beta) (eV): -8.16 / -8.16
Gap between HOMO and LUMO (alpha / beta) (eV): 8.2 / 8.2
Energy (Eh): -899.93638

---

Record 9
The molecule C6H10F2N2 at a distorted geometry. Source: OMol25; level of theory: ωB97M-V/def2-TZVPD.

Last column: Löwdin charge in e.
CARTESIAN COORDINATES (ANGSTROEM)
1 C -1.86 -0.73 -1.17  -0.176
2 C -1.46 0.56 -0.44  -0.457
3 C 0.10 1.02 -0.26  -0.045
4 C 1.12 -0.07 0.27  -0.520
5 C 2.49 0.46 0.19  -0.096
6 C 3.66 0.75 0.09  0.121
7 H -2.06 -1.46 0.75  0.129
8 H -0.59 -2.13 0.15  0.098
9 H -1.27 -0.81 -2.07  0.113
10 H -2.93 -0.73 -1.38  0.119
11 H 0.51 1.41 -1.19  0.113
12 H -0.10 1.84 0.52  0.148
13 H 1.02 -0.85 -0.63  0.165
14 H -0.03 0.18 1.97  0.107
15 H 1.58 -0.58 2.27  0.193
16 H 4.54 1.15 0.45  0.010
17 N -1.62 -1.89 -0.24  -0.053
18 N 0.67 -0.47 1.50  -0.008
19 F -1.66 1.57 -1.49  -0.058
20 F -2.13 0.77 0.68  0.098

Properties
Energy relative to the best compared isomer or geometry (same formula, charge and spin) (eV): 3.382
HOMO (eV): -9.45
Gap between HOMO and LUMO (eV): 10.2
SMILES: C#C[C@@H](N)CC(F)(F)CN
Energy (Eh): -543.70142

---

Record 10
A cluster of 2 separate species, C6H10F3NO in total at a distorted geometry. Source: OMol25; level of theory: ωB97M-V/def2-TZVPD.

Last column: Löwdin charge in e.
CARTESIAN COORDINATES (ANGSTROEM)
1 C 0.62 2.05 1.59  0.038
2 C 0.50 1.93 0.26  -0.061
3 C 1.61 -1.72 -0.90  -0.064
4 C 1.58 -0.59 0.06  -0.189
5 C 0.51 0.51 -0.18  -0.602
6 C -2.71 -0.54 0.06  -0.612
7 N 0.28 -0.36 0.90  0.088
8 O -0.14 0.45 -1.42  -0.022
9 F -2.65 -0.62 -1.22  0.160
10 F -2.36 -1.67 0.64  0.140
11 F -3.93 -0.23 0.42  0.132
12 H 0.29 2.88 2.13  0.038
13 H 0.74 1.22 2.24  0.051
14 H 0.35 2.67 -0.53  0.108
15 H 2.31 -1.53 -1.72  0.093
16 H 1.74 -2.63 -0.43  0.050
17 H 0.66 -1.77 -1.40  0.069
18 H 2.59 -0.30 0.58  0.163
19 H -2.10 0.39 0.36  0.178
20 H -0.24 -1.19 0.58  0.098
21 H 0.36 1.06 -2.04  0.142

Properties
Energy relative to the best compared isomer or geometry (same formula, charge and spin) (eV): 3.005
HOMO (eV): -9.19
Gap between HOMO and LUMO (eV): 9.9
SMILES: C=C[C@]1(O)N[C@H]1C.FC(F)F
Energy (Eh): -664.10478

---

Question: The lowest energy belongs to which entry?
Answer: C6H10Cl14